3 unconnected molecules or ions with the total composition C31H48Br2F12N3O12P2 at a distorted geometry, computed with ωB97M-V/def2-TZVPD.

ORCA input file:
```
! wB97M-V def2-TZVPD RIJCOSX def2/J DEFGRID3
* xyz 1 1
C 2.5550 3.0720 2.3886
C 2.4460 4.0375 1.2424
O 3.3976 4.5140 0.7100
O 1.1619 4.3297 0.9004
C 0.9242 4.4059 -0.4991
C -0.2180 3.5041 -0.9218
N 0.1998 2.0637 -1.0449
N 1.4242 1.8682 -0.6513
C 1.9421 0.6638 -0.7623
C 3.3602 0.5183 -0.2585
C 4.4385 0.2560 -1.3353
C 4.2287 0.9135 -2.6856
F 3.2577 0.2946 -3.4188
Br 3.9176 2.8222 -2.5234
C 5.5306 0.7761 -3.5346
F 6.5812 1.2901 -2.9000
F 5.3944 1.4290 -4.6930
Br 5.8409 -1.0967 -3.9883
C 1.1885 -0.3869 -1.3319
C 1.8105 -1.7430 -1.4837
C 1.7328 -2.6442 -0.2126
O 2.8307 -2.4999 0.6658
C -0.1280 -0.1445 -1.7529
C -0.8975 -1.2590 -2.4147
C -1.4517 -2.2945 -1.3687
C -1.0255 -3.7496 -1.6386
C -2.2039 -4.6886 -2.0077
N -2.0542 -6.0904 -1.6102
C -0.7111 -6.6280 -1.8242
C -2.5291 -6.3534 -0.2840
C -2.2167 -5.4306 0.8779
O -3.1612 -7.3484 -0.0896
C -0.6424 1.1685 -1.5595
C -2.1038 1.3734 -2.0207
F -2.0925 1.2430 -3.3624
F -2.8020 0.3625 -1.4489
C -2.9836 2.6042 -1.6915
F -2.6068 3.7269 -2.3041
F -2.9829 2.7624 -0.3439
C -4.5117 2.3957 -2.0786
F -4.9636 3.5179 -2.6517
F -4.6943 1.4181 -2.9772
C -5.4680 2.1331 -0.8735
F -5.6727 3.2214 -0.1535
F -5.1298 1.0856 -0.1394
F -6.6528 1.8392 -1.4314
H 3.5870 2.9284 2.6831
H 2.1487 2.1226 2.0284
H 1.9082 3.3654 3.2137
H 1.8091 4.3130 -1.1215
H 0.5445 5.4160 -0.6873
H -0.9947 3.6484 -0.1815
H -0.4557 3.8220 -1.9314
H 3.6026 1.4796 0.1967
H 3.4176 -0.2023 0.5487
H 4.6427 -0.8051 -1.4576
H 5.3680 0.6744 -0.9481
H 2.8694 -1.6621 -1.7059
H 1.3756 -2.3186 -2.2926
H 0.7785 -2.5498 0.3055
H 1.7728 -3.6688 -0.5821
H 2.5701 -1.8986 1.3687
H -1.7612 -0.8906 -2.9475
H -0.3075 -1.7898 -3.1560
H -2.5355 -2.2136 -1.3152
H -1.0705 -1.9691 -0.4000
H -0.6047 -4.1284 -0.7088
H -0.2397 -3.8310 -2.3894
H -3.1245 -4.2926 -1.5818
H -2.2920 -4.6869 -3.0971
H -0.2310 -6.2158 -2.7073
H -0.0611 -6.3973 -0.9646
H -0.7568 -7.7140 -1.8653
H -2.5708 -5.8811 1.8025
H -2.7311 -4.4755 0.7596
H -1.1384 -5.2994 0.9839
C -1.2286 -5.6506 6.6503
O -0.9880 -6.9903 6.2199
P -2.2680 -7.7474 5.5210
O -2.8471 -6.7128 4.6294
O -3.0608 -7.9067 6.9488
C -2.3761 -8.1573 8.1833
O -2.8783 -9.1475 4.9707
C -4.2500 -9.1291 4.5582
H -0.4558 -5.4146 7.3806
H -1.1477 -4.9657 5.8089
H -2.2078 -5.5500 7.1161
H -2.3865 -7.2532 8.7930
H -1.3468 -8.4702 8.0336
H -2.9109 -8.9420 8.7149
H -4.3471 -8.6584 3.5825
H -4.8701 -8.6168 5.2913
H -4.5602 -10.1687 4.4783
C 2.4914 11.4471 -2.9751
O 1.9799 11.1973 -1.6609
P 2.4366 9.7851 -0.9862
O 3.8766 9.6683 -1.2995
O 1.4784 8.8575 -1.9499
C 0.1997 9.3168 -2.4056
O 2.2154 8.8257 0.3074
C 2.9341 7.5909 0.2998
H 1.8488 12.2056 -3.4190
H 3.5072 11.8285 -2.9140
H 2.4688 10.5488 -3.5904
H 0.2607 9.5648 -3.4657
H -0.1495 10.1887 -1.8600
H -0.5201 8.5088 -2.2778
H 3.9791 7.7583 0.5488
H 2.8522 7.0936 -0.6657
H 2.4918 6.9631 1.0702
*
```

Summary:
LUMO level (hartree): -0.169
Calculated total energy (Eh): -9306.03232

***

A molecular structure, C31H48BrCl24O5P at a distorted geometry, computed with ωB97M-V/def2-TZVPD.

ORCA input file:
```
! wB97M-V def2-TZVPD RIJCOSX def2/J DEFGRID3
* xyz 0 1
C -5.1941 -2.7277 -2.6616
C -5.1274 -1.4283 -3.5742
O -4.2608 -1.7600 -4.6923
P -4.3877 -0.7135 -5.9772
O -4.3067 -1.5536 -7.2163
C -2.8670 0.3549 -5.9692
C -1.6351 -0.4308 -5.3401
C -1.5279 -0.2744 -3.7942
C -0.7250 -1.2408 -3.0159
C -0.5652 -1.1394 -1.5560
C 0.2867 -2.2077 -0.7747
C 1.3026 -3.0689 -1.6389
C 1.8009 -4.2364 -0.6627
Br 2.9376 -2.0163 -2.0801
C -1.2476 -0.0644 -0.8181
C -2.0422 0.8926 -1.5878
C -2.1586 0.8012 -3.0319
C -2.7820 2.0887 -0.9037
O -3.3299 2.9035 -1.6192
C -2.7412 2.1870 0.6308
C -2.0142 1.2991 1.3497
C -1.1885 0.1307 0.7108
O -0.5466 -0.5531 1.4804
O -5.8320 0.1099 -6.0580
C -5.6953 1.5478 -6.0791
C -5.5278 2.1598 -4.6129
H -4.3278 -2.7934 -1.9616
H -5.1808 -3.5990 -3.3756
H -6.1912 -2.7796 -2.1460
H -6.1739 -1.2122 -3.8974
H -4.6503 -0.6221 -2.9606
H -3.0034 1.3746 -5.5368
H -2.5878 0.5114 -7.0501
H -0.6881 0.0131 -5.7666
H -1.6512 -1.5071 -5.6709
H -0.2156 -2.0522 -3.5776
H -0.4258 -2.9572 -0.3204
H 0.8951 -1.7510 0.0539
H 0.8509 -3.5561 -2.5342
H 0.8686 -4.7093 -0.2336
H 2.4321 -4.9966 -1.1996
H 2.3535 -3.8076 0.2222
H -2.7539 1.5763 -3.5546
H -3.3222 3.0292 1.0880
H -1.9882 1.4266 2.4567
H -4.9364 1.9371 -6.8020
H -6.6884 1.9420 -6.4367
H -5.8557 1.4248 -3.8262
H -6.2559 3.0172 -4.5216
H -4.5110 2.5797 -4.4255
C 0.2484 4.2074 1.3693
Cl -0.2009 4.8466 2.9549
Cl 1.6983 5.0019 0.7446
H 0.4420 3.1414 1.4616
H -0.5719 4.3751 0.6763
C 2.1900 1.9394 -1.8761
Cl 3.8902 1.4649 -2.0062
Cl 1.1247 0.5329 -1.6699
H 2.0753 2.5918 -1.0132
H 1.9030 2.4693 -2.7809
C 2.5109 6.6020 4.8782
Cl 1.7173 7.9903 5.6329
Cl 4.1414 7.0131 4.3342
H 2.5741 5.7951 5.6032
H 1.9233 6.2830 4.0211
C 5.9045 2.6266 1.3705
Cl 5.6295 0.9577 0.8647
Cl 4.5483 3.6629 0.9011
H 6.0121 2.6494 2.4517
H 6.8115 2.9969 0.8997
C 3.5858 -7.9862 -2.0549
Cl 3.3020 -6.4761 -2.9402
Cl 2.2122 -8.3868 -1.0192
H 3.7345 -8.7898 -2.7708
H 4.4720 -7.8760 -1.4356
C 3.0244 -4.3178 3.1707
Cl 2.6940 -5.9999 2.7387
Cl 1.7122 -3.2498 2.6439
H 3.1272 -4.2440 4.2498
H 3.9466 -4.0074 2.6906
C -1.1618 10.3499 6.6686
Cl -2.4726 11.4444 6.2066
Cl 0.4051 11.1683 6.6272
H -1.3435 9.9876 7.6828
H -1.1401 9.5133 5.9738
C 6.0347 -5.2964 -0.3613
Cl 6.0864 -6.8577 0.4642
Cl 5.7434 -3.9786 0.7713
H 6.9852 -5.1287 -0.8601
H 5.2308 -5.3137 -1.0936
C -8.0995 -5.2820 -4.4487
Cl -9.0590 -3.9231 -3.8493
Cl -6.9800 -5.8717 -3.2147
H -8.7695 -6.0892 -4.7308
H -7.5288 -4.9552 -5.3140
C -2.2580 9.4298 10.7572
Cl -1.3100 8.8190 9.3938
Cl -2.6436 11.1412 10.5529
H -3.1836 8.8649 10.8226
H -1.6821 9.3041 11.6698
C 7.3047 -8.1581 3.6002
Cl 7.3533 -9.7231 4.4210
Cl 7.0165 -6.8418 4.7439
H 8.2561 -7.9909 3.1029
H 6.5027 -8.1697 2.8686
C 5.4095 0.8578 5.0886
Cl 6.6985 1.9894 4.6542
Cl 5.8906 -0.8139 4.7804
H 5.1846 0.9707 6.1454
H 4.5272 1.0853 4.4957
*
```

Summary:
LUMO level (hartree): -0.055
Calculated total energy (Eh): -15546.11166

***

C31H48ClNO6 in the gas phase at a distorted geometry, computed with ωB97M-V/def2-TZVPD.

ORCA input file:
```
! wB97M-V def2-TZVPD RIJCOSX def2/J DEFGRID3
* xyz 0 1
C 2.5284 5.4679 -0.1998
O 3.4485 4.4098 -0.5710
C 3.2366 3.2191 0.2604
C 4.6517 2.4507 0.2779
C 4.5860 0.9959 0.9764
C 4.6626 -0.2143 -0.1157
C 6.1104 -0.1546 -0.8059
C 7.2383 -1.0594 -0.1125
C 8.7159 -0.3992 -0.3037
Cl 7.0296 -1.3240 1.6940
O 3.6363 0.0812 -1.0936
C 2.7088 -1.0016 -1.2761
O 3.1589 -1.7240 -2.4746
C 1.2486 -0.3468 -1.4394
C 0.6685 -0.0978 0.0352
C -0.8532 0.4009 0.0950
C -1.2941 1.3935 -1.0898
N -2.2949 2.3710 -0.5204
C -3.4605 1.6693 0.0961
C -4.7696 2.5712 -0.2324
C -6.0199 2.0569 -0.9837
C -7.2272 2.9978 -1.2687
C -7.2241 4.4854 -0.7602
C -5.9712 5.0245 0.0249
C -4.7658 4.0505 0.2783
O -3.6492 4.5945 0.9850
O 0.3619 -1.0354 -2.3412
C 0.1223 -2.4064 -1.9540
C -1.3840 -2.9177 -2.3209
C -2.0303 -3.3520 -0.8858
C -1.3296 -4.7918 -0.5382
O -3.4518 -3.6154 -0.9624
C -4.1981 -2.9345 0.0702
C -3.7195 -3.2323 1.5631
C -3.7553 -4.5980 2.2889
C -3.1862 -4.6542 3.7413
C -2.5856 -3.4552 4.5098
C -2.5597 -2.0828 3.7886
C -3.1176 -2.0058 2.3499
H 2.3020 5.4637 0.9215
H 1.5431 5.2647 -0.7759
H 2.9833 6.4761 -0.4745
H 2.4575 2.5564 -0.2576
H 2.9821 3.4756 1.3436
H 4.9467 2.3186 -0.8328
H 5.4978 3.0985 0.7274
H 5.3555 0.8920 1.8095
H 3.5232 0.9062 1.4291
H 4.5700 -1.2297 0.3957
H 5.9747 -0.5768 -1.8769
H 6.5420 0.8928 -0.9380
H 7.3230 -2.1042 -0.5947
H 9.4404 -0.8892 0.4543
H 8.7210 0.7231 -0.0268
H 9.1593 -0.6001 -1.3351
H 2.6535 -1.7461 -0.4112
H 3.1628 -2.6656 -2.1699
H 1.4236 0.7017 -1.8986
H 0.8401 -1.0234 0.7122
H 1.3223 0.7309 0.5097
H -1.6327 -0.4303 0.1583
H -0.9572 1.0047 1.0789
H -1.8408 0.7889 -1.8939
H -0.3832 1.9674 -1.4647
H -2.6721 2.9158 -1.3179
H -3.4026 1.6486 1.2506
H -3.6035 0.5857 -0.2436
H -6.0228 0.9588 -1.3235
H -8.1339 2.6052 -1.8576
H -8.1075 5.1974 -0.9525
H -5.9588 6.1115 0.3985
H -3.7032 4.4081 1.9470
H 0.8330 -3.0558 -2.6015
H 0.3604 -2.6568 -0.8658
H -1.9870 -2.0282 -2.7516
H -1.3567 -3.7792 -3.0672
H -1.7271 -2.5269 -0.1587
H -0.5424 -4.5788 0.2627
H -0.8882 -5.2327 -1.4914
H -2.1175 -5.4837 -0.0522
H -5.2854 -3.3197 -0.0128
H -4.1862 -1.7991 -0.1474
H -4.1651 -5.5053 1.7294
H -3.1858 -5.6735 4.2539
H -2.1428 -3.5061 5.5637
H -2.1193 -1.1277 4.2498
H -3.0614 -0.9908 1.8141
*
```

Summary:
LUMO level (hartree): 0.013
Calculated total energy (Eh): -2175.91068
SMILES: COCCC[C@H](C[C@@H](C)Cl)O[C@H](O)[C@H](CCCNCc1ccccc1O)OCC[C@H](C)OCc1ccccc1

***

A molecular structure, C31H48MoO2P2 at a distorted geometry, computed with ωB97M-V/def2-TZVPD.

ORCA input file:
```
! wB97M-V def2-TZVPD RIJCOSX def2/J DEFGRID3
* xyz 2 3
Mo -1.1366 0.5919 0.1044
C 0.1017 -1.2288 1.0199
C -0.9940 -0.8164 1.8408
C -1.8436 -1.3971 -0.2664
C -0.3965 -1.5414 -0.2812
C -2.2244 -0.9537 1.0755
C 1.4813 -1.5193 1.4760
H 1.7236 -1.0094 2.4084
H 2.2140 -1.2037 0.7133
H 1.6525 -2.5982 1.6382
C 0.4535 -2.1867 -1.3081
H 1.3335 -1.5713 -1.5402
H -0.1024 -2.3575 -2.2233
H 0.8461 -3.1571 -0.9747
C -2.7551 -1.5884 -1.4265
H -3.2271 -2.5736 -1.4094
H -2.2008 -1.5226 -2.3662
H -3.5523 -0.8355 -1.4438
C -3.5969 -0.6685 1.5834
H -4.1336 -1.5811 1.8817
H -4.1865 -0.1730 0.8030
H -3.5753 0.0051 2.4502
C -0.8695 -0.4498 3.2771
H -0.9188 -1.3348 3.9294
H -1.6636 0.2387 3.5740
H 0.0986 0.0256 3.4732
C 1.2871 2.0304 -1.1687
C 1.9123 2.0225 0.0164
C 1.5177 2.6586 1.3100
C 0.2555 3.5501 1.2659
C -1.0418 2.8610 0.9603
C -1.7825 2.8872 -0.2309
C -1.2305 2.5091 -1.5634
C 0.2456 2.9400 -1.7732
H 2.3786 3.2638 1.6392
H 0.4519 4.4125 0.6207
H 1.4280 1.8565 2.0720
H 0.3579 3.9878 -1.4372
H 1.5457 1.1703 -1.8172
H 2.7739 1.3465 0.1412
H 0.4514 2.9360 -2.8675
H -1.3074 1.4033 -1.7640
H -2.8472 3.1088 -0.1739
H -1.8597 2.9319 -2.3434
H 0.1568 3.9723 2.2760
H -1.6285 2.6146 1.8575
P -1.6271 5.6980 -1.5979
P -4.5117 4.8038 -2.0220
C -2.8426 7.0597 -2.0381
C -4.0320 6.4735 -2.7528
H -2.3117 7.7753 -2.6817
H -3.1461 7.5790 -1.1219
H -4.8993 7.1370 -2.6803
H -3.7913 6.2836 -3.8065
C -5.9190 4.6840 -3.2147
H -6.5579 3.8363 -2.9534
H -5.4822 4.5138 -4.2067
H -6.5007 5.6140 -3.2278
C -5.4223 5.5128 -0.5690
H -5.9540 6.4241 -0.8703
H -4.7232 5.7425 0.2449
H -6.1421 4.7650 -0.2117
C -0.7368 5.8723 -3.2303
H 0.1178 5.1843 -3.2705
H -0.3893 6.9077 -3.3542
H -1.4293 5.6106 -4.0471
C -0.7230 6.8307 -0.4675
H -1.4609 7.3335 0.1759
H -0.1721 7.5739 -1.0491
H -0.0444 6.2740 0.1810
O 3.9186 -0.6738 -0.0458
C 4.0197 -0.7703 -1.3053
O 3.1412 -0.7368 -2.2056
C 5.4574 -0.9872 -1.7591
C 6.5458 -0.9458 -0.8500
C 7.8472 -1.2133 -1.2859
C 8.0849 -1.6717 -2.5924
C 7.0040 -1.8109 -3.4830
C 5.7303 -1.3648 -3.0907
H 6.3681 -0.7545 0.2008
H 8.6877 -1.0840 -0.6035
H 9.0942 -1.9301 -2.9126
H 7.1446 -2.2597 -4.4758
H 4.9005 -1.3790 -3.7984
*
```

Summary:
<S²>: 2.054
LUMO level (alpha / beta) (hartree): -0.279 / -0.333
Calculated total energy (Eh): -2110.62738
Energy above the lowest of the compared OMol25 structures with the same formula, charge and spin (kcal/mol): 3.2

***

A gas-phase ion, C31H48N2O3 (charge +2), computed with ωB97M-V/def2-TZVPD.

ORCA input file:
```
! wB97M-V def2-TZVPD RIJCOSX def2/J DEFGRID3
* xyz 2 1
C -5.2200 -2.0477 -7.0317
C -6.3893 -1.6298 -6.1535
N -7.1042 -2.7425 -5.4554
C -7.7883 -3.5991 -6.4449
C -8.1120 -2.1677 -4.5078
C -9.2733 -1.4181 -5.1429
C -6.1599 -3.6125 -4.6883
C -5.3240 -2.9296 -3.6087
C -4.3337 -3.9382 -3.0179
C -3.4155 -3.2801 -1.9909
O -2.6624 -2.2845 -2.6571
C -1.5993 -1.7255 -2.0089
C -0.8156 -0.8563 -2.7700
C 0.3059 -0.2353 -2.2422
C 0.6499 -0.4916 -0.9287
C -0.1492 -1.3536 -0.1604
C -1.2705 -1.9712 -0.6742
C 0.4223 -1.4740 1.2072
O -0.0090 -2.1035 2.1421
C 1.6507 -0.6336 1.1645
C 2.5816 -0.4338 2.1619
C 3.6760 0.3834 1.8775
O 4.6936 0.6552 2.7597
C 4.8494 -0.1624 3.9090
C 4.1393 0.3879 5.1516
C 4.8552 1.6019 5.7561
C 4.6671 2.8275 4.8595
N 5.6344 3.9508 5.0544
C 5.1798 5.0724 4.2097
C 7.0224 3.5558 4.6627
C 7.1977 3.1029 3.2208
C 5.6164 4.3593 6.4947
C 6.3563 5.6444 6.8346
C 3.7842 0.9969 0.6300
C 2.8396 0.7927 -0.3653
C 1.7691 -0.0403 -0.1026
H -4.3941 -2.4574 -6.4582
H -4.8527 -1.1579 -7.5373
H -5.5120 -2.7568 -7.8005
H -6.0373 -0.9315 -5.3929
H -7.1239 -1.1139 -6.7726
H -8.4449 -4.3028 -5.9367
H -8.3786 -2.9940 -7.1284
H -7.0620 -4.1646 -7.0234
H -8.5094 -2.9960 -3.9173
H -7.5822 -1.4910 -3.8365
H -8.9490 -0.5658 -5.7324
H -9.8948 -1.0340 -4.3376
H -9.9000 -2.0606 -5.7534
H -6.7514 -4.4073 -4.2273
H -5.4863 -4.0797 -5.4081
H -5.9524 -2.5513 -2.8020
H -4.7433 -2.1024 -4.0151
H -3.7121 -4.3528 -3.8129
H -4.8662 -4.7568 -2.5333
H -2.7512 -4.0407 -1.5644
H -4.0055 -2.8305 -1.1807
H -1.1004 -0.6850 -3.7964
H 0.8964 0.4247 -2.8581
H -1.8514 -2.6213 -0.0398
H 2.4405 -0.9155 3.1164
H 5.9289 -0.2039 4.0882
H 4.5072 -1.1788 3.6981
H 4.1132 -0.4053 5.8984
H 3.1101 0.6512 4.9034
H 5.9095 1.3459 5.8625
H 4.4490 1.7865 6.7514
H 4.7379 2.5079 3.8197
H 3.6640 3.2294 5.0198
H 4.9679 4.7200 3.2030
H 4.2697 5.5035 4.6229
H 5.9451 5.8431 4.1574
H 7.6646 4.4197 4.8374
H 7.3450 2.7586 5.3332
H 8.2448 2.8435 3.0843
H 6.9659 3.8924 2.5121
H 6.6111 2.2213 2.9800
H 6.0440 3.5408 7.0747
H 4.5687 4.4715 6.7825
H 5.9187 6.5153 6.3563
H 7.4139 5.5961 6.5932
H 6.2796 5.7926 7.9090
H 4.6422 1.6245 0.4434
H 2.9583 1.2686 -1.3259
*
```

Summary:
LUMO level (hartree): -0.145
Calculated total energy (Eh): -1544.78370
Energy above the lowest of the compared OMol25 structures with the same formula, charge and spin (kcal/mol): 2.3
SMILES: CC[N+](C)(CC)CCCCOc1ccc2c(c1)C(=O)c1cc(OCCCC[N+](C)(CC)CC)ccc1-2

***

> The lowest calculated total energy belongs to which entry?

C31H48BrCl24O5P

***

> The lowest calculated total energy belongs to which entry?

C31H48BrCl24O5P